Density functional theory data (wB97M-V/def2-TZVPD) for an isolated molecule of C2H3P at a distorted geometry.

Calculated values
highest occupied orbital energy (alpha / beta)	-8.95 / -8.97	eV
frontier orbital gap (alpha / beta)	0.2691 / 0.2907	Eh
energy	-419.02097	Ha
energy above the lowest of the compared OMol25 structures with the same formula, charge and spin	6.597	eV
LUMO energy (alpha / beta)	-0.0599 / -0.0391	hartree

Atoms and positions in Å:
C: 0.94 1.23 0.17
C: -0.48 1.03 -1.52
P: -0.03 -0.18 -0.33
H: 1.70 1.54 -0.52
H: -0.99 -0.34 0.61
H: 0.53 -1.44 -0.89